This record from the OMol25 dataset describes an isolated ion of composition C2H6Br2N and charge +1 at a distorted geometry. The level of theory is ωB97M-V with the def2-TZVPD basis set.

Each line ends with the natural charge from an NBO analysis.
Cartesian coordinates (Å):
C (-0.625, -1.021, 0.594)  -0.452
C (0.385, 1.154, -0.176)  -0.217
N (0.038, -0.281, -0.467)  -0.557
Br (1.808, 1.768, -1.393)  0.129
Br (0.801, 1.520, 1.722)  0.149
H (-0.053, -1.257, 1.452)  0.267
H (-1.687, -0.730, 0.789)  0.263
H (-0.750, -1.993, 0.158)  0.241
H (-0.373, 1.876, -0.434)  0.255
H (-0.419, -0.251, -1.409)  0.461
H (0.874, -0.784, -0.836)  0.460

Calculated values
HOMO = -14.8828 eV
structure (SMILES) = C[NH2+]C(Br)Br
net charge = +1
E_LUMO = -4.116 eV
relative energy (zero: lowest compared OMol25 entry of this formula, charge and spin) = 0.503 eV
gap between HOMO and LUMO = 0.396 Eh
E_tot = -5282.2846 Ha

***

This record from the OMol25 dataset describes the molecule C2H6BrClSi at a distorted geometry. The level of theory is ωB97M-V with the def2-TZVPD basis set.

Each line ends with the natural charge from an NBO analysis.
Cartesian coordinates (Å):
C (0.881, 0.673, -1.103)  -0.671
C (0.635, -0.587, -0.295)  -0.390
Si (-1.072, -0.333, 1.234)  0.846
Cl (-2.124, -2.002, 1.052)  -0.340
Br (-2.359, 1.379, 0.515)  -0.327
H (1.952, 0.795, -1.260)  0.239
H (0.224, 0.651, -2.009)  0.221
H (0.466, 1.401, -0.486)  0.223
H (1.458, -0.649, 0.380)  0.180
H (0.698, -1.581, -0.623)  0.194
H (-0.759, 0.252, 2.595)  -0.175

Calculated values
HOMO (alpha / beta) = -4.9739 / -10.5325 eV
net charge = 0
E_LUMO (alpha / beta) = 0.766 / -3.306 eV
⟨S²⟩ = 2.005
relative energy (zero: lowest compared OMol25 entry of this formula, charge and spin) = 0.105 eV
gap between HOMO and LUMO (alpha / beta) = 0.211 / 0.266 Eh
spin multiplicity = 3
E_tot = -3403.3579 Ha

***

This record from the OMol25 dataset describes a 2-piece molecular cluster, C2H6BrP overall at a distorted geometry. The level of theory is ωB97M-V with the def2-TZVPD basis set.

Each line ends with the natural charge from an NBO analysis.
Cartesian coordinates (Å):
C (-0.658, 0.481, -1.171)  -0.952
C (1.144, -0.243, 0.778)  -1.000
P (0.917, -0.553, -1.018)  0.669
Br (0.352, 3.174, 0.148)  -0.149
H (-0.483, 1.501, -1.367)  0.247
H (-1.192, 0.183, -0.294)  0.227
H (-1.245, 0.028, -1.912)  0.237
H (1.290, 0.939, 0.931)  0.255
H (2.053, -0.807, 1.080)  0.236
H (0.342, -0.498, 1.399)  0.232

Calculated values
HOMO (alpha / beta) = -9.9619 / -8.0830 eV
net charge = 0
E_LUMO (alpha / beta) = -1.036 / -3.529 eV
relative energy (zero: lowest compared OMol25 entry of this formula, charge and spin) = 3.519 eV
gap between HOMO and LUMO (alpha / beta) = 0.328 / 0.167 Eh
E_tot = -2995.0562 Ha

***

This record from the OMol25 dataset describes C2H6Cl2NO3Sn2 as an isolated structure at a distorted geometry. The level of theory is ωB97M-V with the def2-TZVPD basis set.

Each line ends with the natural charge from an NBO analysis.
Cartesian coordinates (Å):
Sn (6.983, 2.702, -0.743)  1.476
Sn (5.465, -4.613, 1.871)  1.485
O (2.993, -0.333, 0.111)  -0.665
H (2.081, 0.011, 0.039)  0.438
C (-0.662, 2.260, 3.283)  -0.482
N (-1.358, 2.973, 2.160)  0.518
O (-2.105, 2.285, 1.466)  -0.371
O (-1.288, 4.193, 2.120)  -0.357
H (-0.995, 2.821, 4.156)  0.254
H (0.406, 2.316, 3.072)  0.210
H (-0.940, 1.206, 3.296)  0.230
C (-2.023, -3.205, -4.137)  -0.431
Cl (-3.381, -2.563, -3.132)  0.087
Cl (-2.474, -3.380, -5.836)  0.119
H (-1.153, -2.568, -3.976)  0.241
H (-1.548, -4.106, -3.749)  0.249

Calculated values
HOMO = -15.6541 eV
net charge = +3
E_LUMO = -14.281 eV
relative energy (zero: lowest compared OMol25 entry of this formula, charge and spin) = 6.006 eV
gap between HOMO and LUMO = 0.050 Eh
E_tot = -1707.6066 Ha

***

This record from the OMol25 dataset describes a 2-piece molecular cluster, C2H6Cl2O2Si overall at a distorted geometry. The level of theory is ωB97M-V with the def2-TZVPD basis set.

Each line ends with the natural charge from an NBO analysis.
Cartesian coordinates (Å):
C (-1.755, 0.261, 0.956)  -0.644
C (-1.387, -0.601, -0.258)  -0.048
O (3.092, 0.017, -1.537)  -1.076
O (-0.507, -0.099, -1.153)  -0.731
Si (2.055, 0.128, -0.322)  1.731
Cl (2.459, 1.837, 0.615)  -0.346
Cl (1.812, -1.317, 0.996)  -0.314
H (-0.818, 0.148, 1.577)  0.187
H (-1.892, 1.254, 0.553)  0.208
H (-2.589, 0.008, 1.573)  0.214
H (-2.261, -0.643, -0.996)  0.181
H (-1.149, -1.681, 0.189)  0.115
H (2.939, 0.688, -2.195)  0.523

Calculated values
HOMO (alpha / beta) = -8.5978 / -8.6110 eV
net charge = 0
E_LUMO (alpha / beta) = -0.899 / -0.899 eV
relative energy (zero: lowest compared OMol25 entry of this formula, charge and spin) = 0.571 eV
gap between HOMO and LUMO (alpha / beta) = 0.283 / 0.283 Eh
E_tot = -1440.1873 Ha

***

This record from the OMol25 dataset describes a 2-piece molecular cluster, C2H6Cl2OSi overall at a distorted geometry. The level of theory is ωB97M-V with the def2-TZVPD basis set.

Each line ends with the natural charge from an NBO analysis.
Cartesian coordinates (Å):
C (1.808, -1.538, -0.421)  -0.252
C (-2.427, 1.808, 0.709)  -0.853
O (1.600, -1.507, 0.950)  -0.698
Si (-1.323, 0.717, -0.251)  1.076
Cl (-2.238, 3.540, 0.643)  -0.016
Cl (-0.517, 1.363, -1.975)  -0.321
H (0.969, -1.010, -1.047)  0.145
H (1.824, -2.586, -0.777)  0.187
H (2.855, -1.078, -0.769)  0.159
H (-2.676, 1.530, 1.753)  0.238
H (1.519, -0.518, 1.106)  0.462
H (-1.395, -0.720, 0.079)  -0.128

Calculated values
HOMO = -8.3389 eV
structure (SMILES) = Cl/C=[SiH]\Cl.CO
net charge = 0
E_LUMO = -0.546 eV
relative energy (zero: lowest compared OMol25 entry of this formula, charge and spin) = 6.097 eV
gap between HOMO and LUMO = 0.286 Eh
E_tot = -1364.8481 Ha

***

This record from the OMol25 dataset describes a 2-piece molecular cluster, C2H6Cl3PSi overall at a distorted geometry. The level of theory is ωB97M-V with the def2-TZVPD basis set.

Each line ends with the natural charge from an NBO analysis.
Cartesian coordinates (Å):
C (-0.198, -1.404, 0.125)  -0.978
C (-0.247, 1.545, -0.571)  -1.038
Si (-2.052, -0.439, -2.322)  1.118
P (-0.037, -0.166, -1.198)  0.724
Cl (-2.444, 1.048, -3.626)  -0.306
Cl (-0.976, 0.965, 2.596)  -0.909
Cl (-2.213, -2.266, -3.184)  -0.315
H (0.923, -1.533, 0.499)  0.275
H (-0.652, -2.225, -0.427)  0.232
H (-0.808, -1.126, 0.989)  0.325
H (-0.461, 2.337, -1.458)  0.246
H (0.782, 1.832, -0.012)  0.301
H (-0.907, 1.875, 0.203)  0.326

Calculated values
HOMO = -7.4116 eV
net charge = 0
E_LUMO = -3.697 eV
relative energy (zero: lowest compared OMol25 entry of this formula, charge and spin) = 4.445 eV
gap between HOMO and LUMO = 0.137 Eh
E_tot = -2091.1961 Ha

***

This record from the OMol25 dataset describes C2H6ClCrOS as an isolated structure at a distorted geometry. The level of theory is ωB97M-V with the def2-TZVPD basis set.

Each line ends with the natural charge from an NBO analysis.
Cartesian coordinates (Å):
Cr (2.620, 18.852, 7.306)  -0.002
Cl (-0.750, 19.063, 9.249)  0.002
C (-5.931, 18.100, 13.113)  -0.772
S (-7.264, 18.346, 11.818)  1.284
O (-8.435, 18.854, 12.643)  -0.451
C (-6.741, 19.979, 11.073)  -0.725
H (-6.178, 18.520, 14.088)  0.289
H (-4.955, 18.491, 12.826)  0.278
H (-6.010, 17.032, 13.316)  0.270
H (-5.777, 19.739, 10.625)  0.266
H (-6.881, 20.777, 11.803)  0.284
H (-7.440, 20.204, 10.268)  0.276

Calculated values
HOMO (alpha / beta) = -7.8543 / -14.1784 eV
net charge = +1
E_LUMO (alpha / beta) = -4.590 / -8.780 eV
⟨S²⟩ = 20.009
relative energy (zero: lowest compared OMol25 entry of this formula, charge and spin) = 0.275 eV
gap between HOMO and LUMO (alpha / beta) = 0.120 / 0.198 Eh
spin multiplicity = 9
E_tot = -2057.3265 Ha

***

This record from the OMol25 dataset describes the molecule C2H6ClIN2 at a distorted geometry. The level of theory is ωB97M-V with the def2-TZVPD basis set.

Each line ends with the natural charge from an NBO analysis.
Cartesian coordinates (Å):
C (0.960, -0.631, -0.982)  -0.634
C (0.713, -0.251, 0.478)  -0.254
N (-1.580, 0.503, 1.161)  -0.545
N (-0.209, 0.817, 0.736)  -0.236
Cl (-0.198, 2.119, -0.468)  0.039
I (-2.746, -0.764, -0.087)  0.147
H (0.149, -1.221, -1.397)  0.218
H (1.084, 0.264, -1.586)  0.224
H (1.879, -1.206, -1.043)  0.218
H (0.366, -1.110, 1.056)  0.233
H (1.659, 0.101, 0.911)  0.211
H (-2.078, 1.381, 1.220)  0.379

Calculated values
HOMO = -8.7962 eV
structure (SMILES) = CCN(Cl)NI
net charge = 0
E_LUMO = -0.350 eV
relative energy (zero: lowest compared OMol25 entry of this formula, charge and spin) = 0.000 eV
gap between HOMO and LUMO = 0.310 Eh
E_tot = -947.1009 Ha

***

This record from the OMol25 dataset describes C2H6ClMgO as an isolated structure at a distorted geometry. The level of theory is ωB97M-V with the def2-TZVPD basis set.

Each line ends with the natural charge from an NBO analysis.
Cartesian coordinates (Å):
Mg (-3.470, -0.490, -0.951)  1.754
Cl (-2.328, -1.749, 0.437)  -0.754
C (0.430, 0.726, -0.706)  -0.608
C (1.123, -0.023, 0.377)  -0.076
O (0.366, -0.011, 1.578)  -0.712
H (-0.615, 0.403, -0.805)  0.125
H (0.947, 0.655, -1.663)  0.225
H (0.396, 1.790, -0.447)  0.222
H (2.074, 0.467, 0.585)  0.196
H (1.356, -1.049, 0.071)  0.166
H (-0.280, -0.720, 1.522)  0.461

Calculated values
HOMO = -13.1836 eV
net charge = +1
E_LUMO = -8.209 eV
relative energy (zero: lowest compared OMol25 entry of this formula, charge and spin) = 2.328 eV
gap between HOMO and LUMO = 0.183 Eh
E_tot = -815.0468 Ha

***

This record from the OMol25 dataset describes a 2-piece molecular cluster, C2H6ClN2 overall at a distorted geometry. The level of theory is ωB97M-V with the def2-TZVPD basis set.

Each line ends with the natural charge from an NBO analysis.
Cartesian coordinates (Å):
C (-0.595, -0.579, 0.337)  0.411
C (1.385, 0.856, 0.220)  -0.221
N (-1.724, -1.020, -0.150)  -0.694
N (0.102, 0.373, -0.225)  -0.558
Cl (2.657, -0.324, 0.011)  0.051
H (-0.219, -1.015, 1.258)  0.242
H (1.596, 2.093, -0.837)  0.225
H (1.381, 1.292, 1.212)  0.240
H (-2.250, -1.754, 0.303)  0.447
H (-2.110, -0.645, -1.009)  0.426
H (-0.222, 0.723, -1.120)  0.430

Calculated values
HOMO = -14.7711 eV
net charge = +1
E_LUMO = -4.126 eV
relative energy (zero: lowest compared OMol25 entry of this formula, charge and spin) = 2.256 eV
gap between HOMO and LUMO = 0.391 Eh
E_tot = -649.1898 Ha

***

This record from the OMol25 dataset describes C2H6ClO2P as an isolated structure at a distorted geometry. The level of theory is ωB97M-V with the def2-TZVPD basis set.

Each line ends with the natural charge from an NBO analysis.
Cartesian coordinates (Å):
C (0.755, -0.146, 0.759)  -0.654
C (1.833, -0.867, -0.036)  -0.641
O (-1.549, 0.713, 1.327)  -0.963
O (-1.938, 1.548, -1.221)  -1.026
P (-0.779, 0.148, 0.042)  1.610
Cl (-1.727, -1.414, -0.495)  -0.184
H (1.114, 0.751, 1.274)  0.235
H (2.297, -1.667, 0.618)  0.218
H (2.687, -0.369, -0.274)  0.216
H (1.195, -1.257, -0.791)  0.212
H (-2.286, 1.229, 0.894)  0.523
H (-1.603, 1.333, -2.099)  0.454

Calculated values
HOMO (alpha / beta) = -8.7159 / -8.7144 eV
net charge = 0
E_LUMO (alpha / beta) = -0.637 / -0.637 eV
relative energy (zero: lowest compared OMol25 entry of this formula, charge and spin) = 3.710 eV
gap between HOMO and LUMO (alpha / beta) = 0.297 / 0.297 Eh
E_tot = -1031.7587 Ha

***

> Which value of E_tot does entry 3 give?

-2995.0562 Ha

***

> Look up the E_tot of the first one.

-5282.2846 Ha

***

> What is the formula in the sixth record?

C2H6Cl2OSi

***

> Which value of relative energy (zero: lowest compared OMol25 entry of this formula, charge and spin) does entry 11 give?

2.256 eV